No. 1
Entry from OMol25: a cluster of 2 separate species, C4H10SSe in total at a distorted geometry (ωB97M-V with the def2-TZVPD basis set).

Last column: natural (NBO) charge in e.
Element x y z (Å)
Se -1.681 -0.599 0.220  0.364
S 1.451 -0.824 -0.686  0.278
C 1.885 -1.333 0.971  -0.739
C -2.376 0.586 -1.134  -0.772
C 1.146 0.835 -0.347  -0.576
C -0.679 0.718 1.039  -0.661
H -2.763 0.114 -1.929  0.216
H -1.437 1.081 -1.524  0.215
H 1.968 -2.382 0.845  0.227
H 0.890 1.351 -1.185  0.195
H 1.929 1.284 0.216  0.196
H -3.051 1.303 -0.789  0.213
H 2.798 -0.879 1.253  0.219
H -0.065 0.248 1.803  0.202
H 0.973 -1.117 1.599  0.211
H -1.151 1.659 1.221  0.211

Energy relative to the best compared isomer or geometry (same formula, charge and spin) (eV): 1.7171
Gap between HOMO and LUMO (eV): 8.205
Spin multiplicity: 1

---

No. 2
Entry from OMol25: a structure of composition C4H11AlBBrCuFO2 at a distorted geometry (ωB97M-V with the def2-TZVPD basis set).

Last column: natural (NBO) charge in e.
Element x y z (Å)
Br -0.947 0.474 -1.729  -0.148
Cu -2.745 0.195 0.078  0.901
Al 1.417 -0.134 0.609  1.598
F 2.990 -0.454 0.117  -0.756
O 1.326 -2.697 -1.563  -0.920
O -0.984 -3.104 -1.264  -0.944
C -0.082 2.426 0.141  -0.453
C -1.052 1.725 1.079  -0.614
C 0.264 -1.763 0.585  -1.411
C 0.573 1.267 -0.632  -0.654
B 0.204 -2.518 -0.773  1.166
H -1.423 2.263 1.948  0.239
H -1.829 1.553 0.325  0.070
H 1.829 -1.896 -1.737  0.504
H -1.549 -2.416 -1.629  0.479
H -0.636 0.783 1.437  0.245
H 0.730 -2.461 1.294  0.277
H 0.597 3.129 0.618  0.254
H 1.287 1.641 -1.367  0.226
H 1.460 0.535 2.085  -0.439
H -0.669 3.018 -0.570  0.195
H -0.761 -1.567 0.947  0.187

Energy relative to the best compared isomer or geometry (same formula, charge and spin) (eV): 0.2667
Gap between HOMO and LUMO (eV): 6.155
Spin multiplicity: 1

---

No. 3
Entry from OMol25: a cluster of 2 separate species, C4H11B in total at a distorted geometry (ωB97M-V with the def2-TZVPD basis set).

Last column: natural (NBO) charge in e.
Element x y z (Å)
C 1.047 0.017 0.124  0.024
C 0.719 1.336 -0.621  -0.656
C 1.527 0.144 1.362  -0.421
C 0.576 -1.243 -0.429  -0.639
B -2.748 -0.191 -0.037  0.284
H 0.762 1.134 -1.696  0.212
H 1.557 1.958 -0.318  0.221
H 1.891 1.035 1.804  0.197
H -0.264 1.788 -0.187  0.231
H -3.244 -0.336 -1.101  -0.100
H -2.307 0.971 0.091  -0.100
H -2.511 -1.051 0.704  -0.097
H -0.519 -1.168 -0.273  0.215
H 1.765 -0.790 1.955  0.185
H 0.959 -2.085 0.194  0.223
H 0.791 -1.519 -1.571  0.221

Energy relative to the best compared isomer or geometry (same formula, charge and spin) (eV): 2.9731
Gap between HOMO and LUMO (eV): 9.058
Spin multiplicity: 1
SMILES string: C=C(C)C.B

---

No. 4
Entry from OMol25: the molecule C4H11B at a distorted geometry (ωB97M-V with the def2-TZVPD basis set).

Last column: natural (NBO) charge in e.
Element x y z (Å)
C -2.051 0.811 0.133  -1.016
C -0.679 -1.524 -0.157  -1.056
C 0.871 0.807 -0.147  -0.726
C 2.143 0.052 0.270  -0.626
B -0.677 -0.012 0.139  0.896
H 0.952 1.926 0.286  0.216
H 0.900 0.810 -1.313  0.231
H -1.984 1.393 -0.791  0.260
H -1.692 -1.896 -0.475  0.230
H -1.976 1.743 0.864  0.238
H 0.008 -1.936 -0.911  0.248
H 2.997 -0.045 -0.466  0.204
H -3.021 0.322 0.212  0.232
H 2.586 0.667 1.067  0.209
H 2.013 -1.008 0.563  0.202
H -0.391 -2.110 0.725  0.258

Energy relative to the best compared isomer or geometry (same formula, charge and spin) (eV): 1.0264
Gap between HOMO and LUMO (eV): 10.518
Spin multiplicity: 1
SMILES string: CCB(C)C

---

No. 5
Entry from OMol25: the molecule C4H11B at a distorted geometry (ωB97M-V with the def2-TZVPD basis set).

Last column: natural (NBO) charge in e.
Element x y z (Å)
C -0.349 -0.313 1.397  -0.623
C -1.637 -0.269 -0.800  -0.606
C -0.298 -0.418 -0.112  -0.313
C 0.740 0.443 -0.721  -0.424
B 2.130 0.489 -0.065  -0.147
H -2.086 -1.181 -1.282  0.238
H 2.911 0.919 -0.804  0.040
H -0.043 0.647 1.883  0.226
H 0.212 -1.395 -0.313  0.227
H 0.831 0.219 -1.809  0.239
H 2.230 0.490 1.185  0.006
H 0.457 -1.065 1.818  0.228
H -1.307 -0.700 1.910  0.221
H 0.455 1.493 -0.682  0.233
H -2.485 0.042 -0.016  0.230
H -1.762 0.597 -1.588  0.224

Energy relative to the best compared isomer or geometry (same formula, charge and spin) (eV): 0.7617
Gap between HOMO and LUMO (alpha / beta) (eV): 6.617 / 6.456
Spin multiplicity: 3

---

No. 6
Entry from OMol25: a cluster of 2 separate species, C4H11BBrO3 in total at a distorted geometry (ωB97M-V with the def2-TZVPD basis set).

Last column: natural (NBO) charge in e.
Element x y z (Å)
Br 0.010 -2.220 0.927  -0.435
O 1.368 1.059 -2.212  -0.495
O 0.111 2.581 -3.100  -0.507
O 0.434 2.622 -0.863  -0.645
C -0.708 3.741 -2.949  -0.253
C 1.918 0.370 -1.066  -0.264
C -1.172 -2.820 3.671  -0.899
C 0.590 2.091 -1.936  0.980
B -0.716 -3.617 2.354  -0.074
H -0.149 4.556 -2.491  0.187
H -1.574 3.522 -2.328  0.193
H -1.014 4.004 -3.958  0.185
H -1.478 -3.529 4.455  0.191
H 1.145 -0.147 -0.504  0.236
H 2.603 -0.355 -1.491  0.191
H -1.638 -4.201 1.787  -0.079
H 2.445 1.069 -0.423  0.185
H -0.378 -2.190 4.094  0.193
H -2.021 -2.151 3.478  0.191
H 0.221 -4.384 2.554  -0.080

Energy relative to the best compared isomer or geometry (same formula, charge and spin) (eV): 0.0000
Gap between HOMO and LUMO (eV): 7.330
Spin multiplicity: 1
Total charge: -1

---

No. 7
Entry from OMol25: the molecule C4H11BN2 at a distorted geometry (ωB97M-V with the def2-TZVPD basis set).

Last column: natural (NBO) charge in e.
Element x y z (Å)
N 0.460 1.006 -0.770  -0.664
N -0.852 -0.979 -0.109  -0.669
C 1.873 1.390 -0.942  -0.392
C -0.087 1.192 0.561  -0.233
C -1.233 0.200 0.727  -0.231
C -0.923 -2.277 0.543  -0.383
B -0.047 -0.321 -1.104  0.738
H 2.035 2.294 -0.342  0.194
H 2.079 1.572 -2.003  0.210
H 2.529 0.623 -0.565  0.179
H -0.405 2.257 0.588  0.191
H -1.954 -2.616 0.598  0.190
H -0.325 -2.976 -0.051  0.206
H -2.172 0.608 0.369  0.186
H 0.615 1.153 1.419  0.175
H 0.284 -0.750 -2.185  -0.080
H -1.465 -0.065 1.787  0.198
H -0.412 -2.310 1.479  0.187

Energy relative to the best compared isomer or geometry (same formula, charge and spin) (eV): 2.2642
Gap between HOMO and LUMO (eV): 9.103
Spin multiplicity: 1
SMILES string: CN1BN(C)CC1

---

No. 8
Entry from OMol25: the ion C4H11BN5O with charge +1 at a distorted geometry (ωB97M-V with the def2-TZVPD basis set).

Last column: natural (NBO) charge in e.
Element x y z (Å)
O -0.742 0.692 2.499  -0.878
N 2.538 -0.225 1.053  -0.144
N 0.271 -1.734 2.935  -1.097
N 1.733 -0.367 -1.308  -0.559
N 1.156 -0.333 0.936  -0.439
N -0.970 -0.571 -0.729  -0.641
C -1.349 0.489 -1.740  -0.233
C -1.776 1.916 -1.032  -0.658
C 2.969 -0.235 -0.427  0.176
C 0.506 -0.436 -0.426  0.581
B 0.197 -0.411 2.137  1.248
H -1.242 -1.534 -1.024  0.425
H 4.093 -0.175 -0.749  0.297
H -1.401 2.044 0.070  0.246
H 1.261 -2.097 2.795  0.392
H 1.651 -0.417 -2.348  0.473
H -0.410 0.717 -2.420  0.175
H -1.381 2.819 -1.667  0.239
H -0.317 -2.401 2.351  0.396
H -2.202 0.093 -2.440  0.245
H -1.632 0.204 2.604  0.518
H -2.954 1.963 -1.071  0.239

Gap between HOMO and LUMO (eV): 9.354
Spin multiplicity: 1
SMILES string: CCNc1[nH]cn[n+]1B(N)O
Total charge: +1